No. 1
{"formula": "C9H14", "method": "the ωB97M-V functional and the def2-TZVPD basis", "smiles": "Cc1ccccc1.CC", "total_energy_ha": -351.3180, "e_homo_ev": -9.07, "largest_force_ev_per_a": 2.1, "e_above_lowest_kj_mol": 32.0, "elements": ["C", "C", "C", "C", "C", "C", "C", "C", "C", "H", "H", "H", "H", "H", "H", "H", "H", "H", "H", "H", "H", "H", "H"], "coordinates": [[-1.690032, -0.469350, 0.001722], [1.510646, -2.999942, 1.207557], [-0.800393, -0.980540, -0.961740], [2.201835, -1.640928, 1.190399], [0.156573, -0.150792, -1.462527], [-1.583833, 0.895130, 0.363614], [-0.600941, 1.734334, -0.188648], [0.252009, 1.161927, -1.102440], [-0.447416, 3.140519, 0.201894], [-2.441932, -1.099107, 0.406502], [-0.112096, 3.234510, 1.265103], [-1.404199, 3.596233, 0.090659], [-2.265774, 1.281971, 1.086098], [2.650394, -1.436385, 0.213351], [-0.889590, -2.007966, -1.254165], [2.988185, -1.578973, 2.017809], [0.975299, 1.765250, -1.559200], [1.013531, -3.246802, 2.170541], [0.273272, 3.611842, -0.491362], [0.740601, -3.006513, 0.414062], [2.221370, -3.793055, 0.977287], [1.426000, -0.886168, 1.379867], [0.834263, -0.576978, -2.215531]], "forces_ev_per_a": [[1.19, 1.54, -0.81], [-0.36, -0.21, -0.25], [-1.30, 0.16, 1.46], [0.26, 0.07, 1.34], [0.91, -1.16, -1.51], [0.34, -1.16, -0.51], [-0.54, -1.74, 0.39], [-0.39, 0.07, 0.28], [0.91, 0.44, 0.46], [-0.58, -0.32, 0.43], [-0.19, 0.08, -0.88], [-0.65, 0.82, 0.09], [-0.42, 0.30, 0.45], [0.05, -0.02, 0.25], [0.09, -0.32, -0.21], [-0.95, 0.06, -1.21], [1.10, 0.80, -0.57], [0.36, 0.30, -0.55], [-0.32, 0.08, 0.60], [0.24, -0.15, 0.41], [-0.04, -0.14, 0.06], [0.43, 0.11, -0.04], [-0.14, 0.39, 0.33]]}

***

No. 2
{"formula": "C9H14", "method": "the ωB97M-V functional and the def2-TZVPD basis", "smiles": "Cc1ccccc1.CC", "total_energy_ha": -351.2895, "e_homo_ev": -9.07, "largest_force_ev_per_a": 4.3, "e_above_lowest_kj_mol": 106.9, "elements": ["C", "C", "C", "C", "C", "C", "C", "C", "C", "H", "H", "H", "H", "H", "H", "H", "H", "H", "H", "H", "H", "H", "H"], "coordinates": [[-0.499670, -3.083818, -2.135184], [2.083644, 1.514490, -0.099922], [1.930699, 0.163177, 0.333190], [0.929539, -0.240600, 1.171552], [-0.100348, 0.683928, 1.540908], [1.105312, 2.387131, 0.330860], [-1.366365, -2.615380, -0.955979], [-0.017963, 1.956004, 1.075945], [-1.159575, 2.975132, 1.084059], [2.960796, 1.858592, -0.788372], [-2.062685, -1.826271, -1.199778], [0.275265, -3.797684, -1.739918], [2.704696, -0.606672, 0.093644], [-0.877243, 3.917271, 1.683116], [0.772895, -1.208312, 1.642607], [-0.942958, 0.389647, 2.166336], [-1.817435, -3.485132, -0.465029], [1.249904, 3.440345, 0.027284], [-1.461276, 3.150834, 0.079972], [-1.077997, -3.547336, -2.877099], [-0.766150, -2.168077, -0.064019], [-1.980990, 2.411156, 1.710083], [0.117903, -2.268416, -2.614251]], "forces_ev_per_a": [[2.31, 1.07, 1.56], [0.59, -0.61, -0.29], [1.96, -0.76, -0.46], [-2.00, 1.10, 1.15], [0.83, -0.89, -0.26], [0.87, 0.27, -0.64], [1.64, 0.38, 1.86], [0.15, 2.32, -1.33], [-0.33, -1.34, 4.11], [-1.76, -0.79, 1.52], [-0.50, -0.14, -0.22], [-0.82, 0.40, -0.51], [-0.65, 0.85, -0.05], [-0.49, -1.27, -1.22], [0.75, -0.19, -0.57], [0.17, -0.11, -0.22], [-0.49, 0.23, -0.42], [-0.61, -0.55, 0.27], [-0.46, 0.44, -0.60], [-0.76, -0.73, -1.05], [-0.53, -0.62, -1.76], [0.99, 1.52, -1.40], [-0.88, -0.60, 0.52]]}

***

> Number 2 is which compound?

C9H14